i) Formula: C3H5N4
Source: the Open Molecules 2025 dataset
Level of theory: ωB97M-V/def2-TZVPD

ORCA input file:
```
! wB97M-V def2-TZVPD RIJCOSX def2/J DEFGRID3
* xyz 1 1
C 1.936 1.681 -0.192
C 2.989 1.459 -0.853
C -2.520 -1.040 0.723
N -1.295 0.736 1.938
N 0.937 1.977 0.429
N 3.820 0.959 -1.540
N -1.920 -0.049 1.427
H -2.044 -1.268 -0.250
H -3.453 -0.578 0.678
H -2.597 -1.827 1.400
H 0.714 3.032 0.763
H 4.721 1.411 -1.954
*
```

Properties
* highest occupied orbital energy: -10.8589 eV
* LUMO energy: -5.7 eV

Atom charges from the natural (NBO) analysis, given in e for atoms 1 to 6:
1 C 0.180
2 C 0.214
3 C -0.481
4 N 0.395
5 N -0.619
6 N -0.512

ii) Formula: C3H5N4
Source: the Open Molecules 2025 dataset
Level of theory: ωB97M-V/def2-TZVPD

ORCA input file:
```
! wB97M-V def2-TZVPD RIJCOSX def2/J DEFGRID3
* xyz 1 1
C 0.450 -1.880 1.641
C 1.107 -1.856 2.783
C 0.853 1.770 0.354
N -0.670 0.132 -0.648
N -0.217 -1.690 0.601
N 1.506 -2.006 3.911
N -0.068 0.975 -0.248
H 0.304 2.683 0.801
H 1.422 2.147 -0.437
H 1.339 1.076 1.110
H -0.591 -2.475 0.033
H 1.706 -2.972 4.339
*
```

Properties
* highest occupied orbital energy: -12.0487 eV
* LUMO energy: -4.9 eV

Atom charges from the natural (NBO) analysis, given in e for atoms 1 to 6:
1 C 0.197
2 C 0.220
3 C -0.499
4 N 0.360
5 N -0.616
6 N -0.487

The relative energies come out as i) 0.0175; ii) 0.0000, with values in hartree.

i) Formula: C37H32AlAsN8O6S
Source: the Open Molecules 2025 dataset
Level of theory: ωB97M-V/def2-TZVPD

ORCA input file:
```
! wB97M-V def2-TZVPD RIJCOSX def2/J DEFGRID3
* xyz 0 1
Al 0.506 0.002 0.606
C -0.734 -2.892 6.507
C -0.414 -2.687 5.050
C 0.756 -3.186 4.478
C 1.073 -2.948 3.155
C 0.228 -2.225 2.309
N 0.564 -1.912 0.984
C 1.202 -2.897 0.251
C 0.889 -4.255 0.461
C 1.488 -5.285 -0.225
C 2.463 -5.029 -1.188
C 3.145 -6.145 -1.935
C 2.766 -3.705 -1.433
C 2.135 -2.648 -0.770
N 2.514 -1.318 -1.178
C 3.287 -0.986 -2.234
C 3.533 0.364 -2.186
C 2.847 0.808 -1.054
N 2.223 -0.203 -0.463
C -0.947 -1.742 2.894
C -1.249 -1.943 4.233
N -1.873 -0.985 2.105
C -3.216 -0.963 2.183
C -3.674 -0.015 1.295
C -2.521 0.507 0.701
N -1.441 -0.086 1.196
H -0.079 -3.643 6.948
H -1.764 -3.221 6.648
H -0.604 -1.966 7.072
H 1.448 -3.752 5.092
H 2.006 -3.323 2.751
H 0.136 -4.483 1.205
H 1.197 -6.307 -0.010
H 3.425 -6.956 -1.262
H 4.051 -5.792 -2.429
H 2.493 -6.569 -2.702
H 3.543 -3.489 -2.152
H 3.609 -1.720 -2.948
H 4.113 0.949 -2.877
H 2.734 1.807 -0.669
H -2.147 -1.493 4.641
H -3.739 -1.626 2.852
H -4.697 0.255 1.100
H -2.409 1.277 -0.051
O 0.087 2.381 3.634
As 1.701 1.830 3.091
O 1.948 3.049 1.684
O 1.278 0.469 2.155
C 1.156 4.143 1.584
C 1.314 5.207 2.470
C 0.502 6.322 2.391
C -0.496 6.405 1.427
C -0.667 5.361 0.538
C 0.155 4.237 0.609
S -0.079 3.019 -0.643
O -1.452 3.118 -1.083
O 0.937 3.214 -1.648
O 0.135 1.714 0.063
H -0.575 2.217 2.948
H 2.085 5.133 3.226
H 0.641 7.133 3.095
H -1.136 7.275 1.372
H -1.439 5.392 -0.218
C -1.540 -2.144 -2.776
C -1.080 -1.712 -1.545
N -0.382 -0.580 -1.399
C -0.158 0.165 -2.481
C -0.603 -0.171 -3.743
C -1.289 -1.366 -3.895
C -0.321 0.759 -4.859
C -0.783 1.999 -4.929
C -1.756 2.601 -3.988
C -1.769 3.969 -3.761
C -2.734 4.458 -2.902
N -3.632 3.672 -2.311
C -3.521 2.376 -2.587
N -2.642 1.795 -3.394
H -2.094 -3.070 -2.847
H -1.261 -2.277 -0.641
H 0.405 1.082 -2.343
H -1.651 -1.665 -4.872
H 0.369 0.413 -5.623
H -0.430 2.644 -5.727
H -1.044 4.622 -4.227
H -2.797 5.518 -2.682
H -4.247 1.720 -2.118
*
```

Properties
* highest occupied orbital energy: -7.1982 eV
* LUMO energy: 0.3 eV

Atom charges from the Löwdin analysis, given in e for atoms 1 to 6:
1 Al -0.180
2 C -0.053
3 C -0.273
4 C -0.031
5 C -0.009
6 C -0.223

ii) Formula: C37H32AlAsN8O6S
Source: the Open Molecules 2025 dataset
Level of theory: ωB97M-V/def2-TZVPD

ORCA input file:
```
! wB97M-V def2-TZVPD RIJCOSX def2/J DEFGRID3
* xyz 0 1
Al -1.218 0.630 -0.257
C 3.702 -1.592 -4.838
C 2.967 -0.901 -3.716
C 3.590 -0.569 -2.515
C 2.881 -0.035 -1.460
C 1.492 0.229 -1.522
N 0.747 0.553 -0.408
C 1.388 1.226 0.651
C 2.256 2.303 0.430
C 2.906 2.948 1.463
C 2.698 2.574 2.788
C 3.412 3.261 3.924
C 1.775 1.570 3.030
C 1.125 0.916 1.990
N 0.177 -0.100 2.313
C 0.157 -0.916 3.387
C -0.979 -1.684 3.306
C -1.617 -1.263 2.136
N -0.912 -0.312 1.537
C 0.909 0.012 -2.790
C 1.626 -0.590 -3.824
N -0.433 0.421 -3.104
C -0.904 0.723 -4.333
C -2.253 0.979 -4.227
C -2.541 0.825 -2.871
N -1.436 0.492 -2.206
H 4.779 -1.448 -4.748
H 3.388 -1.212 -5.811
H 3.509 -2.668 -4.829
H 4.652 -0.758 -2.394
H 3.390 0.160 -0.527
H 2.415 2.618 -0.595
H 3.576 3.774 1.241
H 4.377 3.651 3.596
H 3.585 2.573 4.752
H 2.828 4.101 4.309
H 1.534 1.303 4.054
H 0.939 -0.899 4.127
H -1.306 -2.438 4.002
H -2.561 -1.577 1.730
H 1.113 -0.832 -4.748
H -0.257 0.778 -5.190
H -2.926 1.248 -5.023
H -3.466 0.947 -2.325
O -5.622 0.425 0.089
As -4.203 0.879 1.077
O -4.226 -0.095 2.384
O -2.978 0.552 -0.065
C -4.739 2.698 1.380
C -5.903 2.802 2.139
C -6.460 4.038 2.404
C -5.858 5.183 1.894
C -4.689 5.092 1.160
C -4.108 3.854 0.917
S -1.444 3.392 0.886
O -1.825 2.535 2.014
O -2.943 3.842 0.179
O -1.038 2.498 -0.278
H -5.881 -0.454 0.404
H -6.366 1.895 2.507
H -7.360 4.112 2.999
H -6.299 6.154 2.078
H -4.202 5.976 0.767
C -2.125 -3.916 -1.027
C -2.028 -2.540 -0.962
N -0.857 -1.897 -0.856
C 0.262 -2.618 -0.848
C 0.276 -4.010 -0.938
C -0.955 -4.654 -1.023
C 1.503 -4.820 -1.037
C 2.753 -4.599 -0.633
C 3.320 -3.503 0.176
C 4.677 -3.214 0.084
C 5.165 -2.187 0.867
N 4.393 -1.509 1.716
C 3.114 -1.879 1.749
N 2.532 -2.825 1.018
H -3.094 -4.394 -1.090
H -2.915 -1.910 -0.999
H 1.192 -2.065 -0.770
H -0.991 -5.738 -1.081
H 1.348 -5.757 -1.565
H 3.486 -5.352 -0.908
H 5.322 -3.773 -0.584
H 6.206 -1.885 0.816
H 2.477 -1.353 2.455
*
```

Properties
* highest occupied orbital energy: -7.1076 eV
* LUMO energy: -0.4 eV

Atom charges from the Löwdin analysis, given in e for atoms 1 to 6:
1 Al -0.093
2 C -0.054
3 C -0.284
4 C -0.044
5 C -0.023
6 C -0.222

The relative energies come out as i) 0.0000; ii) 0.0576, with values in hartree.

i) Formula: C4H11NO
Source: the Open Molecules 2025 dataset
Level of theory: ωB97M-V/def2-TZVPD

ORCA input file:
```
! wB97M-V def2-TZVPD RIJCOSX def2/J DEFGRID3
* xyz 0 1
C 0.678 -0.151 1.494
C 1.348 0.466 0.240
C 0.832 -0.416 -0.918
N -0.094 -1.342 -0.303
C -0.594 -0.773 0.944
H 0.499 0.619 2.239
H 1.288 -0.901 1.967
H 2.421 0.331 0.281
H 1.031 1.492 0.171
H 0.401 0.200 -1.710
H 1.630 -0.987 -1.390
H -0.692 -1.870 -0.897
H -0.975 -1.583 1.564
H -1.369 -0.009 0.809
O -2.415 1.673 -1.788
H -2.377 2.111 -0.933
H -1.614 1.142 -1.769
*
```

Properties
* highest occupied orbital energy: -8.5894 eV
* LUMO energy: 0.8 eV

Atom charges from the natural (NBO) analysis, given in e for atoms 1 to 6:
1 C -0.402
2 C -0.415
3 C -0.216
4 N -0.647
5 C -0.218
6 H 0.204

ii) Formula: C4H11NO
Source: the Open Molecules 2025 dataset
Level of theory: ωB97M-V/def2-TZVPD

ORCA input file:
```
! wB97M-V def2-TZVPD RIJCOSX def2/J DEFGRID3
* xyz 0 1
C 0.257 2.537 -1.047
C 0.573 1.083 -1.160
N 0.643 0.477 -2.381
O 0.983 0.456 -0.194
H -0.175 2.846 -0.094
H -0.529 2.852 -1.741
H 1.158 3.148 -1.080
H 1.165 -0.377 -2.414
H 0.558 0.949 -3.262
C 0.106 -1.706 1.406
C -1.337 -1.735 1.929
H 0.779 -1.956 2.242
H 0.301 -2.397 0.597
H 0.582 -0.751 1.136
H -1.890 -0.840 1.646
H -1.865 -2.557 1.445
H -1.311 -2.028 2.971
*
```

Properties
* highest occupied orbital energy: -9.9769 eV
* LUMO energy: 0.8 eV

Atom charges from the natural (NBO) analysis, given in e for atoms 1 to 6:
1 C -0.722
2 C 0.671
3 N -0.819
4 O -0.623
5 H 0.246
6 H 0.219

The relative energies come out as i) 0.0065; ii) 0.0000, with values in hartree.